a:
Entry from the Open Molecules 2025 dataset: the molecule C5H10O2S2 (ωB97M-V with the def2-TZVPD basis set).

Geometry as ORCA input:
```
! RIJCOSX wB97M-V def2-TZVPD def2/J DEFGRID3
* xyz 0 1
C -0.981 -0.275 0.089
C 1.977 -0.625 1.235
C 2.097 -0.834 -1.359
C -2.752 1.935 0.252
C 1.434 -0.269 -0.172
O -3.662 -0.808 0.030
O 0.203 -0.856 -0.163
S -2.286 -1.387 -0.164
S -0.990 1.429 0.348
H 2.117 -1.774 1.407
H 2.868 -0.201 1.206
H 1.273 -0.240 1.884
H 2.583 -1.771 -1.085
H 2.724 -0.204 -2.008
H 1.303 -1.020 -2.073
H -3.336 1.158 0.727
H -3.019 2.010 -0.721
H -2.789 2.859 0.763
H 1.237 0.872 -0.197
*
```

Values from the calculation:
* gap between HOMO and LUMO (alpha / beta): 8.1 / 8.1 eV
* LUMO level (alpha / beta): 0.4 / 0.4 eV



b:
Entry from the Open Molecules 2025 dataset: the molecule C5H10O2S2 (ωB97M-V with the def2-TZVPD basis set).

Geometry as ORCA input:
```
! RIJCOSX wB97M-V def2-TZVPD def2/J DEFGRID3
* xyz 0 1
C 1.622 -1.136 0.458
C 0.237 -1.294 -0.134
C 1.572 0.352 0.484
C 0.111 0.283 -0.370
C -2.593 0.583 -0.859
O -1.291 2.493 0.027
O -1.520 0.646 1.707
S 3.010 1.317 -0.026
S -1.316 1.048 0.312
H 1.779 -1.704 1.290
H 2.360 -1.497 -0.303
H 0.165 -2.024 -1.020
H -0.500 -1.593 0.681
H 1.247 0.756 1.554
H 0.114 0.435 -1.498
H -3.579 1.026 -0.561
H -2.178 0.964 -1.696
H -2.612 -0.456 -0.987
H 2.630 2.468 0.563
*
```

Values from the calculation:
* gap between HOMO and LUMO: 10.0 eV
* SMILES string: CS(=O)(=O)[C@@H]1CC[C@H]1S
* LUMO level: 0.6 eV



Short version: b is the most stable of them.



a:
Entry from the Open Molecules 2025 dataset: the molecule C20H33ClN2O4 (ωB97M-V with the def2-TZVPD basis set).

Geometry as ORCA input:
```
! RIJCOSX wB97M-V def2-TZVPD def2/J DEFGRID3
* xyz 0 1
C -3.838 -2.636 -2.076
N -2.707 -2.237 -1.241
C -1.455 -2.035 -1.952
C -1.411 -0.794 -2.843
O -1.930 -1.144 -4.106
C -1.962 0.500 -2.194
N -0.580 0.916 -1.986
C -0.136 2.130 -1.571
O -0.910 2.984 -1.176
C 1.366 2.288 -1.511
C 1.823 1.940 -0.100
C 1.515 2.927 1.045
C 2.878 2.586 1.660
O 2.684 1.599 2.660
C 3.330 2.022 0.277
C 4.084 0.707 0.275
C 4.084 3.090 -0.502
C -0.007 -0.123 -2.841
C -2.786 -2.658 0.064
O -3.768 -3.260 0.452
C -1.701 -2.260 1.097
Cl -0.290 -3.395 0.814
C -2.237 -2.568 2.497
C -1.260 -2.196 3.608
C -0.851 -0.731 3.517
C -0.275 -0.425 2.141
C -1.248 -0.802 1.027
H -3.822 -3.713 -2.269
H -4.768 -2.398 -1.569
H -3.779 -2.104 -3.020
H -0.643 -1.993 -1.238
H -1.255 -2.897 -2.600
H -1.975 -0.356 -4.658
H -2.501 1.143 -2.896
H -2.552 0.381 -1.287
H 1.861 1.642 -2.241
H 1.603 3.325 -1.748
H 1.457 0.943 0.164
H 1.461 3.956 0.689
H 0.652 2.729 1.677
H 3.477 3.417 2.047
H 3.544 1.282 2.954
H 5.093 0.824 0.681
H 3.559 -0.049 0.861
H 4.188 0.330 -0.746
H 5.078 3.237 -0.071
H 4.213 2.801 -1.547
H 3.569 4.052 -0.481
H 0.811 -0.698 -2.403
H 0.285 0.239 -3.831
H -3.160 -1.992 2.611
H -2.520 -3.617 2.547
H -1.729 -2.407 4.571
H -0.371 -2.830 3.545
H -1.728 -0.097 3.690
H -0.123 -0.482 4.291
H -0.030 0.634 2.055
H 0.662 -0.972 2.005
H -0.810 -0.553 0.063
H -2.159 -0.199 1.121
*
```

Values from the calculation:
* gap between HOMO and LUMO: 9.8 eV
* SMILES string: CN(CC1(O)CN(C(=O)C[C@@H]2C[C@@H](O)C2(C)C)C1)C(=O)C1(Cl)CCCCC1
* LUMO level: 0.4 eV



b:
Entry from the Open Molecules 2025 dataset: the molecule C20H33ClN2O4 (ωB97M-V with the def2-TZVPD basis set).

Geometry as ORCA input:
```
! RIJCOSX wB97M-V def2-TZVPD def2/J DEFGRID3
* xyz 0 1
C -0.121 0.487 -4.676
N 0.002 0.603 -3.227
C -0.773 -0.338 -2.441
C -0.409 -1.816 -2.557
O -0.691 -2.286 -3.856
C 0.987 -2.162 -1.984
N 0.286 -2.630 -0.781
C 0.760 -3.054 0.415
O 1.862 -3.565 0.535
C -0.156 -2.881 1.612
C -0.653 -1.443 1.766
C 0.420 -0.367 2.027
C -0.579 0.348 2.948
O -1.251 1.408 2.296
C -1.366 -0.991 3.068
C -2.885 -0.897 2.957
C -0.990 -1.787 4.312
C -1.048 -2.615 -1.398
C 1.204 1.101 -2.746
O 2.271 0.737 -3.191
C 1.184 2.237 -1.705
Cl 1.202 3.752 -2.675
C 2.458 2.182 -0.858
C 2.506 3.258 0.229
C 1.252 3.254 1.100
C -0.015 3.349 0.253
C -0.059 2.249 -0.808
H 0.336 1.349 -5.160
H 0.364 -0.410 -5.063
H -1.174 0.459 -4.954
H -0.714 -0.078 -1.385
H -1.826 -0.230 -2.722
H -0.285 -3.154 -3.957
H 1.545 -2.954 -2.487
H 1.638 -1.308 -1.806
H -0.985 -3.597 1.566
H 0.433 -3.171 2.481
H -1.271 -1.195 0.901
H 1.276 -0.729 2.592
H 0.757 0.198 1.156
H -0.166 0.718 3.894
H -1.910 1.762 2.901
H -3.317 -0.386 3.823
H -3.189 -0.348 2.064
H -3.332 -1.892 2.899
H -1.392 -1.311 5.208
H -1.387 -2.802 4.263
H 0.092 -1.861 4.442
H -1.814 -2.065 -0.844
H -1.404 -3.618 -1.640
H 2.530 1.194 -0.391
H 3.330 2.274 -1.503
H 3.393 3.110 0.847
H 2.622 4.240 -0.238
H 1.220 2.338 1.698
H 1.288 4.082 1.812
H -0.894 3.270 0.893
H -0.068 4.331 -0.224
H -0.961 2.349 -1.413
H -0.131 1.300 -0.269
*
```

Values from the calculation:
* gap between HOMO and LUMO: 9.5 eV
* SMILES string: CN(CC1(O)CN(C(=O)C[C@@H]2C[C@@H](O)C2(C)C)C1)C(=O)C1(Cl)CCCCC1
* LUMO level: 0.4 eV



Short version: a is the most stable of them.



a:
Entry from the Open Molecules 2025 dataset: the molecule C3H7ClN2O2 (ωB97M-V with the def2-TZVPD basis set).

Geometry as ORCA input:
```
! RIJCOSX wB97M-V def2-TZVPD def2/J DEFGRID3
* xyz 0 1
C 0.827 0.408 1.114
C 0.170 -1.443 -0.250
C 0.384 -0.923 -1.673
H -0.883 0.812 3.256
H 0.893 2.135 2.319
H -1.157 -0.143 0.773
H -0.599 -2.216 -0.251
H 1.103 -1.917 0.052
H 0.840 -1.585 -2.329
H 1.049 -0.059 -1.617
N 0.302 1.391 1.937
N -0.153 -0.378 0.624
O -0.952 1.331 2.429
O 2.004 0.368 0.778
Cl -1.117 -0.351 -2.408
*
```

Values from the calculation:
* gap between HOMO and LUMO: 10.3 eV
* SMILES string: O=C(NO)NCCCl
* LUMO level: 0.6 eV



b:
Entry from the Open Molecules 2025 dataset: a cluster of 2 separate species, C3H7ClN2O2 in total (ωB97M-V with the def2-TZVPD basis set).

Geometry as ORCA input:
```
! RIJCOSX wB97M-V def2-TZVPD def2/J DEFGRID3
* xyz 0 1
C 1.309 -1.484 -0.214
C 1.443 0.009 0.157
C 0.188 1.002 0.030
N -0.401 1.765 0.794
N -2.417 -0.346 -0.392
O -2.855 0.875 -0.075
O -3.230 -1.189 -0.729
Cl 2.710 0.728 -0.835
H 1.777 -2.225 0.503
H 0.218 -1.847 -0.180
H 1.699 -1.703 -1.190
H 1.907 0.185 1.194
H -0.225 0.966 -0.985
H 0.031 1.821 1.791
H -2.156 1.442 0.131
*
```

Values from the calculation:
* gap between HOMO and LUMO: 10.5 eV
* SMILES string: [H]/N=C\[C@@H](C)Cl.O=NO
* LUMO level: 0.4 eV



Short version: a is the most stable of them.



a:
Entry from the Open Molecules 2025 dataset: the ion CH2FN2O2 with charge -1 (ωB97M-V with the def2-TZVPD basis set).

Geometry as ORCA input:
```
! RIJCOSX wB97M-V def2-TZVPD def2/J DEFGRID3
* xyz -1 1
C 0.120 1.327 0.417
N 0.240 -0.106 0.342
N -0.740 -1.076 -0.201
O 1.245 1.760 0.762
O -0.995 1.790 0.136
F -0.393 -1.211 -1.637
H 1.137 -0.453 0.056
H -0.614 -2.030 0.126
*
```

Values from the calculation:
* gap between HOMO and LUMO: 9.0 eV
* SMILES string: O=C([O-])NNF
* LUMO level: 4.5 eV



b:
Entry from the Open Molecules 2025 dataset: a cluster of 2 separate species, CH2FN2O2 in total (ωB97M-V with the def2-TZVPD basis set).

Geometry as ORCA input:
```
! RIJCOSX wB97M-V def2-TZVPD def2/J DEFGRID3
* xyz -1 1
C 0.336 0.727 1.634
N -0.282 -0.694 -2.153
N -1.233 -0.454 -1.425
O -0.821 0.721 1.316
O 1.065 0.781 2.574
F 1.295 0.581 0.313
H 0.582 -1.062 -1.764
H -0.942 -0.600 -0.496
*
```

Values from the calculation:
* gap between HOMO and LUMO: 9.8 eV
* LUMO level: 4.5 eV



Short version: b is the most stable of them.



a:
Entry from the Open Molecules 2025 dataset: the ion C4H11NP with charge +1 (ωB97M-V with the def2-TZVPD basis set).

Geometry as ORCA input:
```
! RIJCOSX wB97M-V def2-TZVPD def2/J DEFGRID3
* xyz 1 1
C -1.898 1.117 -0.021
C 1.973 -0.304 0.093
C 2.251 1.184 0.001
C -1.374 -1.091 0.341
N -2.088 -0.121 -0.253
P 0.587 -1.191 -0.213
H -1.436 1.487 0.820
H -2.267 1.931 -0.609
H 2.384 -0.778 0.986
H 1.406 1.535 0.609
H 2.047 1.569 -0.968
H 3.269 1.458 0.213
H -1.399 -0.841 1.498
H -1.816 -2.040 0.181
H -2.608 -0.387 -1.150
H 0.876 -2.535 -0.069
H 0.092 -0.994 -1.461
*
```

Values from the calculation:
* gap between HOMO and LUMO (alpha / beta): 6.5 / 6.5 eV
* SMILES string: C=[NH+]C[PH2]=CC
* LUMO level (alpha / beta): -5.2 / -5.2 eV



b:
Entry from the Open Molecules 2025 dataset: the ion C4H11NP with charge +1 (ωB97M-V with the def2-TZVPD basis set).

Geometry as ORCA input:
```
! RIJCOSX wB97M-V def2-TZVPD def2/J DEFGRID3
* xyz 1 1
C 1.294 0.655 0.242
C -0.019 1.188 0.790
C 0.192 -1.341 -0.048
C -2.397 0.095 -0.505
N 1.488 -0.852 0.536
P -1.203 -0.333 0.797
H 1.531 0.793 -0.742
H 2.179 1.059 0.866
H 0.080 1.454 1.905
H -0.392 2.046 0.261
H 0.289 -1.193 -1.140
H -0.015 -2.302 0.221
H -2.830 -0.878 -0.804
H -2.042 0.541 -1.392
H -3.312 0.651 -0.047
H 2.331 -1.166 -0.100
H 1.763 -1.189 1.512
*
```

Values from the calculation:
* gap between HOMO and LUMO: 9.6 eV
* SMILES string: CP1CC[NH2+]C1
* LUMO level: -3.6 eV



Short version: b is the most stable of them.



a:
Entry from the Open Molecules 2025 dataset: the molecule F2N2O2 (ωB97M-V with the def2-TZVPD basis set).

Geometry as ORCA input:
```
! RIJCOSX wB97M-V def2-TZVPD def2/J DEFGRID3
* xyz 0 1
N -0.816 0.011 0.020
N 0.675 0.202 -0.429
O -0.994 -0.609 0.986
O -1.433 0.607 -0.797
F 1.448 0.800 0.828
F 1.121 -1.011 -0.608
*
```

Values from the calculation:
* gap between HOMO and LUMO: 10.9 eV
* SMILES string: O=[N+]([O-])N(F)F
* LUMO level: -1.1 eV



b:
Entry from the Open Molecules 2025 dataset: the molecule F2N2O2 (ωB97M-V with the def2-TZVPD basis set).

Geometry as ORCA input:
```
! RIJCOSX wB97M-V def2-TZVPD def2/J DEFGRID3
* xyz 0 1
N 0.762 0.099 -0.003
N -0.699 0.146 -0.418
O 1.412 0.940 -0.498
O 0.990 -0.899 0.629
F -1.230 -1.107 -0.290
F -1.234 0.821 0.580
*
```

Values from the calculation:
* gap between HOMO and LUMO: 11.1 eV
* SMILES string: O=[N+]([O-])N(F)F
* LUMO level: -0.7 eV



Short version: b is the most stable of them.



a:
Entry from the Open Molecules 2025 dataset: a structure of composition C35H34GeMoN2O5 (ωB97M-V with the def2-TZVPD basis set).

Geometry as ORCA input:
```
! RIJCOSX wB97M-V def2-TZVPD def2/J DEFGRID3
* xyz 1 4
Mo -0.807 -1.608 0.280
O -1.634 -1.498 3.228
C -1.073 -0.513 2.786
O -1.284 -0.072 1.558
C 0.007 0.171 3.587
C 0.551 1.533 3.103
C 1.147 2.245 4.318
C 2.376 1.341 4.603
C 2.352 0.399 3.385
O 1.735 1.191 2.364
C 1.296 -0.704 3.585
C 1.417 -1.748 2.478
O 2.021 -2.776 2.652
O 0.897 -1.426 1.287
H -0.367 0.235 4.608
H -0.121 2.110 2.473
H 0.455 2.311 5.157
H 1.453 3.253 4.042
H 2.295 0.792 5.540
H 3.300 1.914 4.630
H 3.323 0.040 3.054
H 1.427 -1.243 4.520
C -1.329 -3.378 -1.130
C -2.316 -3.355 -0.100
C -1.691 -3.675 1.122
C -0.318 -3.869 0.858
C -0.093 -3.695 -0.532
H -1.499 -3.196 -2.178
H -3.361 -3.129 -0.238
H -2.153 -3.683 2.094
H 0.456 -4.055 1.588
H 0.864 -3.771 -1.026
C -5.608 1.169 -0.546
N -4.423 0.407 -0.919
C -4.145 -0.111 -2.164
C -2.954 -0.746 -2.056
N -2.485 -0.608 -0.761
C -3.410 0.088 -0.109
H -6.501 0.572 -0.720
H -5.659 2.085 -1.131
H -5.545 1.419 0.509
H -4.811 0.015 -2.999
H -2.398 -1.261 -2.819
H -3.351 0.371 0.926
C -0.027 4.595 0.494
C 1.278 4.125 0.444
C 1.540 2.855 -0.049
C 0.496 2.048 -0.498
C -0.812 2.533 -0.450
C -1.075 3.799 0.045
Ge 0.876 0.317 -1.238
C 0.023 -0.040 -2.940
C -0.664 0.969 -3.615
C -1.272 0.710 -4.835
C -1.210 -0.563 -5.389
C -0.522 -1.576 -4.728
C 0.091 -1.312 -3.513
C 2.687 -0.323 -1.174
C 3.426 -0.219 0.005
C 4.744 -0.641 0.042
C 5.336 -1.174 -1.097
C 4.613 -1.273 -2.277
C 3.292 -0.850 -2.317
H -0.229 5.587 0.879
H 2.092 4.746 0.792
H 2.559 2.491 -0.071
H -1.632 1.910 -0.790
H -2.091 4.171 0.081
H -0.719 1.966 -3.193
H -1.791 1.502 -5.358
H -1.683 -0.763 -6.341
H -0.457 -2.564 -5.168
H 0.633 -2.105 -3.009
H 2.957 0.193 0.887
H 5.312 -0.562 0.960
H 6.364 -1.509 -1.065
H 5.079 -1.672 -3.169
H 2.747 -0.912 -3.250
*
```

Values from the calculation:
* gap between HOMO and LUMO (alpha / beta): 7.6 / 6.9 eV
* <S²>: 3.773
* LUMO level (alpha / beta): -2.9 / -4.9 eV



b:
Entry from the Open Molecules 2025 dataset: a structure of composition C35H34GeMoN2O5 (ωB97M-V with the def2-TZVPD basis set).

Geometry as ORCA input:
```
! RIJCOSX wB97M-V def2-TZVPD def2/J DEFGRID3
* xyz 1 4
Mo -1.875 0.800 0.900
O -2.695 1.488 -2.687
C -2.231 2.052 -1.726
O -2.689 1.958 -0.523
C -1.035 3.012 -1.820
C -1.266 4.256 -0.919
C -0.315 5.367 -1.379
C 1.032 4.798 -0.899
C 0.574 3.535 -0.150
O -0.716 3.862 0.332
C 0.227 2.424 -1.159
C 0.004 1.131 -0.398
O 0.985 0.827 0.428
O -0.740 0.198 -0.825
H -0.872 3.271 -2.866
H -2.305 4.552 -0.798
H -0.550 6.302 -0.873
H -0.356 5.529 -2.453
H 1.540 5.479 -0.219
H 1.711 4.562 -1.715
H 1.233 3.203 0.652
H 1.038 2.225 -1.866
C -1.114 1.969 2.789
C -2.525 1.966 2.794
C -2.963 0.624 2.901
C -1.804 -0.213 2.985
C -0.670 0.621 2.885
H -0.489 2.845 2.870
H -3.162 2.840 2.819
H -3.975 0.312 3.138
H -1.803 -1.249 3.294
H 0.357 0.317 3.054
C -4.427 -3.537 -1.506
N -4.262 -2.230 -0.936
C -5.250 -1.355 -0.605
C -4.648 -0.293 0.002
N -3.303 -0.522 0.045
C -3.104 -1.691 -0.536
H -5.406 -3.610 -1.971
H -4.355 -4.294 -0.723
H -3.657 -3.724 -2.252
H -6.280 -1.544 -0.826
H -5.085 0.614 0.382
H -2.143 -2.148 -0.677
C -0.696 -4.806 -0.395
C 0.071 -4.334 -1.447
C 0.759 -3.140 -1.321
C 0.669 -2.394 -0.152
C -0.134 -2.855 0.886
C -0.809 -4.059 0.767
Ge 1.893 -0.838 0.104
C 2.814 -0.952 1.860
C 2.638 -2.088 2.642
C 3.186 -2.163 3.911
C 3.958 -1.117 4.389
C 4.178 0.000 3.597
C 3.596 0.091 2.344
C 2.875 -0.409 -1.567
C 2.182 -0.276 -2.767
C 2.879 -0.125 -3.953
C 4.264 -0.094 -3.945
C 4.956 -0.186 -2.749
C 4.263 -0.350 -1.563
H -1.184 -5.764 -0.475
H 0.160 -4.907 -2.357
H 1.390 -2.785 -2.125
H -0.216 -2.275 1.798
H -1.406 -4.429 1.588
H 2.065 -2.922 2.258
H 3.018 -3.039 4.521
H 4.388 -1.171 5.377
H 4.796 0.807 3.963
H 3.741 0.973 1.733
H 1.099 -0.294 -2.770
H 2.339 -0.051 -4.885
H 4.811 0.002 -4.869
H 6.034 -0.143 -2.735
H 4.795 -0.438 -0.625
*
```

Values from the calculation:
* gap between HOMO and LUMO (alpha / beta): 8.8 / 7.6 eV
* <S²>: 3.770
* LUMO level (alpha / beta): -2.1 / -4.1 eV



Short version: b is the most stable of them.



a:
Entry from the Open Molecules 2025 dataset: a cluster of 2 separate species, CH2ClO2P in total (ωB97M-V with the def2-TZVPD basis set).

Geometry as ORCA input:
```
! RIJCOSX wB97M-V def2-TZVPD def2/J DEFGRID3
* xyz 0 1
C 1.156 0.854 0.181
O 1.376 1.915 0.905
O 0.092 1.107 -0.526
P -0.007 2.704 0.274
Cl -1.448 -0.778 1.211
H 1.938 0.034 -0.075
H -1.207 -1.277 -0.053
*
```

Values from the calculation:
* gap between HOMO and LUMO: 7.8 eV
* SMILES string: O1C2OP12.Cl
* LUMO level: 0.3 eV



b:
Entry from the Open Molecules 2025 dataset: the molecule CH2ClO2P (ωB97M-V with the def2-TZVPD basis set).

Geometry as ORCA input:
```
! RIJCOSX wB97M-V def2-TZVPD def2/J DEFGRID3
* xyz 0 1
C -0.737 -0.084 -0.044
O -0.056 0.667 -1.040
O -0.026 0.319 1.162
P 1.050 1.020 0.116
Cl 2.321 -0.949 -0.100
H -1.748 0.242 -0.004
H -0.804 -1.214 -0.090
*
```

Values from the calculation:
* gap between HOMO and LUMO: 10.5 eV
* LUMO level: 0.1 eV



Short version: b is the most stable of them.